# 1
This record from OMol25 describes a molecular structure, C37H50Cl2NPSSn at a distorted geometry. The level of theory is wB97M-V/def2-TZVPD.

The HOMO energy comes out at -4.966 eV. The value obtained for the molar mass is 761.47 g mol⁻¹. Its HOMO-LUMO gap is 0.181 hartree. The total energy comes out at -91671.6718 eV.

```
! RIJCOSX wB97M-V def2-TZVPD def2/J DEFGRID3
* xyz 0 1
P -0.25242 0.73897 -1.74504
C -1.90430 0.20627 -2.41726
C -2.40020 1.05919 -3.59294
C -3.84081 0.67430 -3.94436
C -3.98836 -0.83006 -4.20166
C -3.42875 -1.67923 -3.05581
C -1.97988 -1.29575 -2.72667
C 1.18076 0.09939 -2.73380
C 1.07423 0.48565 -4.20757
C 2.38762 0.12159 -4.90625
C 2.74334 -1.35856 -4.71724
C 2.74338 -1.78569 -3.24399
C 1.43023 -1.40672 -2.55248
C -0.19393 2.59387 -1.77468
C -1.32205 3.19055 -0.92296
C -1.30780 4.71386 -1.01970
C 0.05382 5.30836 -0.64120
C 1.20779 4.64614 -1.40305
C 1.16700 3.12186 -1.30821
H -2.55153 0.39138 -1.53822
H -1.74012 0.89417 -4.45877
H -2.34755 2.13176 -3.35383
H -4.15563 1.24231 -4.82643
H -4.49280 0.96309 -3.10752
H -5.04157 -1.07412 -4.36951
H -3.45547 -1.08609 -5.12660
H -4.04205 -1.52681 -2.15615
H -3.47489 -2.74286 -3.31577
H -1.60765 -1.88626 -1.87503
H -1.33303 -1.52650 -3.58871
H 2.04424 0.61796 -2.27289
H 3.18982 0.74166 -4.48156
H 0.86249 1.55991 -4.31695
H 0.23187 -0.06035 -4.66132
H 2.30371 0.36296 -5.97022
H 3.72088 -1.56285 -5.16492
H 2.01200 -1.97060 -5.26009
H 2.90705 -2.86770 -3.15779
H 3.57050 -1.28611 -2.71620
H 1.46625 -1.67315 -1.48600
H 0.59504 -1.98327 -2.97589
H -0.34863 2.88156 -2.83373
H -2.30537 2.80676 -1.22924
H -1.19525 2.86993 0.12057
H -1.52797 4.98162 -2.06164
H -2.10366 5.13563 -0.39523
H 0.21576 5.19037 0.43797
H 0.05135 6.38335 -0.84828
H 2.17445 5.01290 -1.03999
H 1.12642 4.91498 -2.46460
H 1.98236 2.69584 -1.90721
H 1.34951 2.79377 -0.27566
Sn 0.02502 -0.11224 0.66984
Cl 2.38073 0.55630 0.52677
Cl -2.17688 0.84375 1.20766
C -0.58241 -2.10373 0.31337
H -1.67377 -2.21649 0.33071
C 0.21732 -3.25688 0.43142
C 1.64937 -3.20881 0.55202
C 2.39021 -4.37685 0.58367
C 1.72529 -5.61908 0.54720
C 0.32322 -5.69471 0.50083
C -0.42650 -4.52939 0.45373
H 2.12496 -2.22378 0.63401
H 3.48210 -4.32616 0.64236
H -0.18216 -6.66235 0.50549
H -1.51568 -4.53747 0.44611
H 2.31683 -6.53609 0.56839
N 0.32694 -0.06507 2.77651
S -0.72272 -0.08464 4.03146
C -0.05328 -1.40919 5.02302
C 0.06559 -1.29832 6.41327
C 0.65080 -2.34335 7.13192
C 1.06630 -3.50453 6.46594
C 0.90640 -3.62527 5.08312
C 0.32625 -2.58570 4.35892
C -0.28601 1.40986 4.88794
C -1.25134 2.43032 4.93140
C -0.91968 3.64919 5.51897
C 0.37404 3.85573 6.01373
C 1.35260 2.86035 5.88613
C 1.02395 1.62983 5.32180
H 1.30358 -0.07918 3.06946
H -0.27806 -0.39574 6.91866
H 0.77887 -2.24965 8.21152
H 1.50772 -4.31991 7.03487
H 1.22214 -4.53337 4.55766
H 0.18909 -2.66674 3.28263
H -2.23722 2.25495 4.50305
H -1.66646 4.44602 5.57019
H 0.63926 4.81320 6.45459
H 2.37909 3.04331 6.21190
H 1.77428 0.84266 5.22004
*
```

# 2
This record from OMol25 describes a molecular structure, C37H51BrN2P2SV at a distorted geometry. The level of theory is wB97M-V/def2-TZVPD.

The HOMO energy (alpha / beta) comes out at -18.620 / -18.620 eV. The value obtained for the molar mass is 748.69 g mol⁻¹. Its HOMO-LUMO gap (alpha / beta) is 0.195 / 0.190 hartree. As for the energy relative to the best compared isomer or geometry (same formula, charge and spin): 26.3 kcal/mol. The total energy comes out at -167275.3823 eV.

```
! RIJCOSX wB97M-V def2-TZVPD def2/J DEFGRID3
* xyz 4 2
N -5.33448 2.78606 -4.10208
C -5.23489 3.13319 -2.82559
C -4.26397 2.57772 -1.98579
C -3.32808 1.67936 -2.52653
C -3.48291 1.27215 -3.86575
C -4.52836 1.86135 -4.60423
C -2.10031 1.40766 -1.75253
V -0.66943 0.16638 -0.85632
P 3.83717 -0.85557 -0.33618
C -0.80229 1.44666 -2.40055
C 0.28460 2.26595 -1.80761
C 1.56919 2.12593 -2.38006
C 2.58050 3.04156 -2.10018
C 2.30539 4.16779 -1.28087
C 1.02930 4.30110 -0.69317
C 0.02016 3.37051 -0.95477
Br 3.62009 5.42147 -1.02777
H -2.18075 1.71359 -0.67490
H -0.71364 1.22099 -3.48215
H -4.16719 2.92061 -0.95480
H -2.81555 0.56104 -4.33734
H -5.95670 3.86648 -2.45764
H -4.71617 1.56130 -5.63434
H 1.69359 1.29988 -3.08562
H -1.00240 3.55996 -0.59088
H 3.55947 2.91127 -2.51866
H 0.78633 5.16938 -0.08350
P -0.90777 -2.18319 -1.19279
C 4.46843 0.85222 -0.06098
C 5.87458 1.10904 -0.62173
H 4.46552 1.01856 1.03029
H 3.72299 1.51539 -0.52703
H 6.08732 2.18371 -0.56983
H 6.64063 0.59628 -0.02478
H 5.99739 0.79995 -1.66944
C 3.32510 -0.81745 -2.07815
C 4.34409 -1.59813 -2.92448
H 3.29989 0.24108 -2.36617
H 2.31396 -1.25103 -2.14472
H 3.94960 -1.77518 -3.92889
H 5.29136 -1.05195 -3.03052
H 4.58218 -2.57489 -2.47887
C 2.48707 -1.01315 0.85142
C 3.08729 -1.57103 2.15041
H 1.72213 -1.68345 0.42669
H 2.05362 -0.01142 0.98775
H 2.33177 -2.12054 2.72290
H 3.92475 -2.25583 1.93923
H 3.47069 -0.76906 2.79609
C -0.68474 -3.27901 0.26816
C -1.28197 -4.68026 0.15821
H -1.12631 -2.73181 1.11649
H 0.39847 -3.32682 0.45807
H -2.37821 -4.66228 0.19249
H -0.96975 -5.20508 -0.75336
H -0.93962 -5.28117 1.01059
C 0.14652 -3.03241 -2.45385
C -0.24971 -2.60841 -3.86101
H 0.08331 -4.12501 -2.32218
H 1.19181 -2.75161 -2.24314
H -1.28476 -2.89412 -4.08114
H -0.16866 -1.51798 -3.98947
H 0.39594 -3.08041 -4.61053
C -2.67012 -2.39074 -1.68288
C -3.71454 -1.70901 -0.78926
H -2.86364 -3.46961 -1.72947
H -2.76078 -2.00058 -2.71118
H -3.96015 -0.69692 -1.13698
H -4.65192 -2.28492 -0.81492
H -3.40012 -1.62589 0.26504
N -0.64921 0.73416 0.95274
S -0.70805 -0.35082 2.25050
C 0.53249 0.18415 3.45005
C 0.73266 -0.68385 4.53504
C 1.73563 -0.44198 5.47104
C 2.54150 0.69706 5.34923
C 2.31788 1.58712 4.29812
C 1.32124 1.33801 3.34771
C -2.18494 0.03405 3.19007
C -2.43459 1.31357 3.67065
C -3.57615 1.55651 4.43396
C -4.45116 0.50138 4.73954
C -4.18610 -0.78929 4.26180
C -3.05336 -1.02794 3.48972
H -0.45781 1.67792 1.27181
H 0.09437 -1.56592 4.62057
H 1.88165 -1.14336 6.29277
H 3.32612 0.89827 6.07790
H 2.90478 2.50118 4.20411
H 1.15621 2.04695 2.54234
H -1.71835 2.10193 3.46433
H -3.77190 2.55746 4.81321
H -5.32062 0.68425 5.37188
H -4.85396 -1.62054 4.51252
H -2.81063 -2.02999 3.13211
*
```